#P
Molecular formula: C3H4N2S2
Method: DFT, ωB97M-V with the def2-TZVPD basis set

Properties
SMILES ... [H]/N=C(/N)C(=S)C=S
Molar mass ... 132.2 g/mol
Kohn-Sham gap ... 7.04 eV
2S+1 ... 1
Net charge ... 0
HOMO energy ... -9.28 eV

Each line ends with the natural charge from an NBO analysis.
CARTESIAN COORDINATES (ANGSTROEM)
C 0.4519 0.7346 -0.0325  0.3680
C 0.4257 -0.8287 0.0543  -0.1843
C -0.6755 -1.6326 0.3192  -0.3369
H -1.6795 1.0770 -0.0544  0.3923
H -0.6779 2.5365 0.2320  0.4032
H 2.0871 0.5218 -0.9630  0.3568
H -0.7220 -2.3875 1.0439  0.2377
N -0.6663 1.4638 0.4926  -0.8593
N 1.4988 1.1957 -0.6012  -0.6106
S 1.9268 -1.5809 -0.0527  0.0921
S -1.9692 -1.0997 -0.4381  0.1409

=====

#Q
Molecular formula: C3H4N2S2
Method: DFT, ωB97M-V with the def2-TZVPD basis set

Properties
Molar mass ... 132.2 g/mol
Kohn-Sham gap (spin up / spin down) ... 7.43 / 7.43 eV
2S+1 ... 1
Net charge ... 0
HOMO energy (spin up / spin down) ... -8.83 / -8.82 eV

Each line ends with the natural charge from an NBO analysis.
CARTESIAN COORDINATES (ANGSTROEM)
C -0.7059 1.2104 0.0929  -0.3194
C -2.0559 0.9385 0.3970  0.0013
C 0.0957 0.5681 1.0136  -0.4224
N -2.2917 0.3680 1.5172  -0.5813
N 2.4129 -2.5036 -1.6283  -0.7409
S -0.8714 -0.0337 2.2825  0.6232
S 2.4504 -0.9455 -1.5833  0.3933
H -0.3615 1.7698 -0.8138  0.2348
H -2.9227 1.1663 -0.1241  0.2049
H 3.0141 -3.0066 -2.2805  0.3523
H 1.2361 0.4684 1.1269  0.2543

=====

#R
Molecular formula: C3H4N2S2
Method: DFT, ωB97M-V with the def2-TZVPD basis set

Properties
SMILES ... S=c1[nH]ccn1S
Molar mass ... 132.2 g/mol
Kohn-Sham gap ... 8.44 eV
2S+1 ... 1
Net charge ... 0
HOMO energy ... -7.84 eV

Each line ends with the natural charge from an NBO analysis.
CARTESIAN COORDINATES (ANGSTROEM)
C 1.0987 0.5739 -0.4466  -0.0724
C 1.1482 -0.7314 -0.7735  -0.0906
C -0.7890 -0.4172 0.3154  0.2529
H -1.7723 1.7032 1.3266  0.1794
H 1.7674 1.3858 -0.6237  0.2364
H 1.8673 -1.2980 -1.3252  0.2316
H -0.2162 -2.2886 -0.2148  0.4332
N -0.1070 0.7818 0.1914  -0.5039
N -0.0179 -1.3340 -0.2738  -0.5270
S -0.6557 2.2815 0.7913  0.1784
S -2.3236 -0.6568 1.0329  -0.3179

=====

Stability check: which of them is least stable? #P.

=====

#P
Molecular formula: ClH3NO2P
Method: DFT, ωB97M-V with the def2-TZVPD basis set

Properties
SMILES ... [NH3+][O-].O=PCl
Molar mass ... 115.5 g/mol
Kohn-Sham gap ... 9.39 eV
2S+1 ... 1
Net charge ... 0
HOMO energy ... -9.39 eV

Each line ends with the natural charge from an NBO analysis.
CARTESIAN COORDINATES (ANGSTROEM)
N 0.2269 -0.3193 0.3672  -0.3535
O -2.5931 1.5090 -0.3161  -1.0523
O -0.6330 -0.9855 1.1267  -0.6977
P -3.0753 0.5528 0.6076  1.3930
Cl -4.3243 -0.7137 -0.4407  -0.3890
H 0.7482 -1.0504 -0.1478  0.3742
H 0.9168 0.1314 0.9218  0.3660
H -0.0933 0.4303 -0.3947  0.3593

=====

#Q
Molecular formula: ClH3NO2P
Method: DFT, ωB97M-V with the def2-TZVPD basis set

Properties
SMILES ... NOP=O.Cl
Molar mass ... 115.5 g/mol
Kohn-Sham gap ... 9.74 eV
2S+1 ... 1
Net charge ... 0
HOMO energy ... -10.61 eV

Each line ends with the natural charge from an NBO analysis.
CARTESIAN COORDINATES (ANGSTROEM)
N 0.1441 1.2707 0.3543  -0.5080
O -0.7110 -1.4627 -0.0862  -1.0565
O -1.2383 0.9040 0.3218  -0.6849
P -1.8331 -0.5842 0.2697  1.5958
Cl 0.1458 -3.7910 1.3205  -0.3815
H 0.1853 2.2318 0.6861  0.3529
H 0.7941 0.8566 1.1127  0.3597
H -0.0042 -2.6002 0.7087  0.3226

=====

#R
Molecular formula: ClH3NO2P
Method: DFT, ωB97M-V with the def2-TZVPD basis set

Properties
SMILES ... N=P(O)(O)Cl
Molar mass ... 115.5 g/mol
Kohn-Sham gap ... 10.04 eV
2S+1 ... 1
Net charge ... 0
HOMO energy ... -9.79 eV

Each line ends with the natural charge from an NBO analysis.
CARTESIAN COORDINATES (ANGSTROEM)
N 1.5484 0.3245 -0.6697  -1.2302
O -0.7849 1.0987 0.6635  -0.9669
O -0.6940 -1.0659 -0.9476  -0.9782
P 0.2109 -0.1546 -0.0181  2.0707
Cl 0.5473 -1.2700 1.6096  -0.2715
H 1.6716 1.0354 0.0458  0.3535
H -1.5545 0.7350 1.1016  0.4959
H -0.9446 -0.7030 -1.7851  0.5267

=====

Stability check: which of them is least stable? #P.

=====

#P
Molecular formula: C3H19N2O10
Method: DFT, ωB97M-V with the def2-TZVPD basis set

Properties
Molar mass ... 243.2 g/mol
Kohn-Sham gap ... 9.24 eV
2S+1 ... 1
Net charge ... -1
HOMO energy ... -6.37 eV

Each line ends with the natural charge from an NBO analysis.
CARTESIAN COORDINATES (ANGSTROEM)
O -1.0283 3.2926 1.9799  -0.6093
C -1.2775 2.1722 1.6256  0.6602
N -1.0660 1.9481 0.2661  -0.6921
C -0.7882 0.7859 -0.4878  0.8918
O -0.7593 1.0215 -1.7798  -0.8717
O -0.2832 -0.1994 0.0322  -0.7419
C -1.4280 1.0959 2.6620  -0.3199
N -1.7635 -0.2725 2.3072  -0.8794
H -0.8834 2.8303 -0.2607  0.4198
H -0.4145 0.9264 3.3035  0.2155
H -2.1362 1.4634 3.4168  0.2185
H -1.2308 -0.4876 1.4687  0.4058
H -2.8054 -0.3836 2.2399  0.3535
H -2.2919 -0.8265 -2.6040  0.4569
H -2.6263 0.3710 -2.0118  0.4823
O -3.1735 -0.3458 -2.3870  -0.9515
H 3.2515 0.2181 1.5185  0.4697
H 1.9762 0.3239 2.3015  0.4747
O 2.8358 0.8343 2.2230  -0.9450
H 0.4553 -2.2276 2.6887  0.4698
H 1.3317 -2.1212 1.4895  0.4803
O 1.2385 -2.5930 2.3172  -0.9498
H 0.5101 1.0123 -3.2372  0.5054
H 1.3152 1.6486 -2.1272  0.4693
O 1.4167 0.9464 -2.7435  -0.9712
H -0.3078 -2.0595 -0.7894  0.5069
H 0.0961 -3.4842 -1.1052  0.4567
O -0.1706 -2.9394 -0.4007  -0.9822
H 3.1881 0.6472 -1.0072  0.4678
H 2.7581 -0.5453 -1.9730  0.4809
O 3.5667 -0.1802 -1.5463  -0.9486
H -0.5179 -0.5948 -2.5362  0.4775
H 0.9110 -0.9797 -2.2568  0.4758
O 0.1013 -1.2978 -2.5868  -0.9764

=====

#Q
Molecular formula: C3H19N2O10
Method: DFT, ωB97M-V with the def2-TZVPD basis set

Properties
Molar mass ... 243.2 g/mol
Kohn-Sham gap ... 9.24 eV
2S+1 ... 1
Net charge ... -1
HOMO energy ... -6.34 eV

Each line ends with the natural charge from an NBO analysis.
CARTESIAN COORDINATES (ANGSTROEM)
O -1.0731 3.3271 1.9970  -0.6279
C -1.2782 2.1845 1.6148  0.6692
N -1.0875 1.9530 0.2636  -0.6880
C -0.8068 0.7897 -0.5069  0.8898
O -0.8133 1.0329 -1.7546  -0.8373
O -0.3023 -0.2107 0.0274  -0.7633
C -1.4195 1.0969 2.6596  -0.3245
N -1.7605 -0.2874 2.3295  -0.8738
H -0.9367 2.8091 -0.2473  0.4111
H -0.4810 1.0115 3.2201  0.2165
H -2.1232 1.4694 3.4060  0.2150
H -1.2582 -0.5500 1.4862  0.4068
H -2.7602 -0.4094 2.2723  0.3517
H -2.5749 -0.9144 -2.5864  0.4592
H -2.7198 0.3586 -1.9632  0.4837
O -3.3088 -0.3419 -2.3163  -0.9531
H 3.2354 0.2009 1.4989  0.4666
H 2.0037 0.3174 2.2543  0.4729
O 2.8438 0.7925 2.1590  -0.9400
H 0.4049 -2.2233 2.7071  0.4737
H 1.2785 -2.1684 1.4753  0.4825
O 1.2013 -2.6108 2.3290  -0.9568
H 0.7162 1.0704 -3.2317  0.4943
H 1.4258 1.7393 -2.1250  0.4730
O 1.5612 1.0359 -2.7664  -0.9641
H -0.3601 -2.1095 -0.7740  0.5088
H 0.0267 -3.5590 -1.0922  0.4592
O -0.2315 -2.9849 -0.3710  -0.9850
H 3.4273 0.6945 -1.0432  0.4637
H 3.0240 -0.4073 -1.9720  0.4812
O 3.8014 -0.0410 -1.5376  -0.9449
H -0.5803 -0.6386 -2.5320  0.4889
H 0.8810 -1.0485 -2.2777  0.4806
O 0.0443 -1.3784 -2.6024  -0.9897

=====

Stability check: which of them is least stable? #P.

=====

#P
Molecular formula: C6H15N
Method: DFT, ωB97M-V with the def2-TZVPD basis set

Properties
Molar mass ... 101.2 g/mol
Kohn-Sham gap (spin up / spin down) ... 2.70 / 9.96 eV
2S+1 ... 2
Net charge ... -1
HOMO energy (spin up / spin down) ... 1.49 / -5.86 eV
Expectation value of S² ... 0.750

Each line ends with the natural charge from an NBO analysis.
CARTESIAN COORDINATES (ANGSTROEM)
C 0.6173 -1.6661 1.3047  -0.6920
C -0.1079 -1.4280 -0.0336  -0.0714
C -0.0518 0.0877 -0.3807  -0.3165
C 1.3547 0.6888 -0.2856  -1.0950
C -1.0103 0.9960 0.3729  -0.4501
C -1.3885 2.3363 -0.2853  -0.7026
N 0.3585 -2.3459 -1.0643  -0.8607
H 1.6767 -1.6080 1.0428  0.2000
H 0.4741 -0.8745 2.0382  0.2075
H 0.3212 -2.6498 1.6684  0.2008
H -1.1808 -1.5458 0.1661  0.1622
H -0.3886 0.1574 -1.4242  0.1758
H 1.8921 0.5318 0.6557  0.1961
H 2.1480 0.4575 -1.0056  0.1915
H 1.2507 1.7812 -0.2794  0.1946
H -1.9810 0.4828 0.4796  0.1775
H -0.7483 1.0841 1.4300  0.1939
H -0.6192 3.0956 -0.2424  0.2026
H -2.3191 2.6688 0.1735  0.1919
H -1.5596 2.0542 -1.3281  0.1913
H 1.3696 -2.3407 -1.1217  0.3539
H -0.1077 -1.9634 -1.8809  0.3487

=====

#Q
Molecular formula: C6H15N
Method: DFT, ωB97M-V with the def2-TZVPD basis set

Properties
Molar mass ... 101.2 g/mol
Kohn-Sham gap (spin up / spin down) ... 4.11 / 5.28 eV
2S+1 ... 2
Net charge ... -1
HOMO energy (spin up / spin down) ... -0.05 / -1.32 eV
Expectation value of S² ... 0.756

Each line ends with the natural charge from an NBO analysis.
CARTESIAN COORDINATES (ANGSTROEM)
C -0.8391 0.0568 -5.0385  -0.8617
N -0.4090 0.5306 -0.7610  -0.8862
C 0.1674 0.5769 0.4462  -0.0684
C -0.1405 -0.6605 1.4449  -0.2822
C 1.0481 -1.5855 1.6981  -0.6172
C -0.8818 -0.2260 2.7127  -0.6258
C 0.7754 1.7765 1.1324  -0.7237
H -0.7081 -0.9914 -5.2795  0.1993
H -1.8712 0.2686 -4.7748  0.2137
H -0.2507 0.3151 -4.1535  0.2512
H -0.4508 0.7255 -5.8064  0.1925
H 0.8316 -0.1290 -0.3683  0.2645
H -0.7894 -1.3019 0.8546  0.2053
H 0.7550 -2.5776 2.0661  0.1760
H 1.6552 -1.6882 0.7889  0.2047
H 1.8306 -1.2503 2.4033  0.1762
H -0.3773 0.5564 3.2744  0.1945
H -1.1150 -1.1395 3.2658  0.1849
H -1.8087 0.2319 2.3466  0.2037
H 0.0813 2.3144 1.8087  0.1730
H 1.7487 1.6374 1.5823  0.2004
H 0.7481 2.5597 0.3571  0.2254

=====

Stability check: which of them is least stable? #Q.

=====

#P
Molecular formula: C2H4NPS
Method: DFT, ωB97M-V with the def2-TZVPD basis set

Properties
SMILES ... C1N=PCS1
Molar mass ... 105.1 g/mol
Kohn-Sham gap ... 8.20 eV
2S+1 ... 1
Net charge ... 0
HOMO energy ... -8.64 eV

Each line ends with the natural charge from an NBO analysis.
CARTESIAN COORDINATES (ANGSTROEM)
C -0.0101 -1.4160 0.1495  -0.3256
C -0.2032 1.4183 0.0955  -0.8787
N -1.3779 -1.0665 -0.0260  -0.8467
P -1.9644 0.3723 0.0149  1.0353
S 1.0892 0.1250 0.0184  0.1088
H 0.3312 -1.8565 1.0496  0.2180
H 0.4172 -2.1139 -0.5730  0.2165
H -0.3098 2.1437 -0.7039  0.2389
H -0.3044 1.7492 1.2163  0.2335

=====

#Q
Molecular formula: C2H4NPS
Method: DFT, ωB97M-V with the def2-TZVPD basis set

Properties
SMILES ... CC=P1=NS1
Molar mass ... 105.1 g/mol
Kohn-Sham gap (spin up / spin down) ... 6.98 / 7.60 eV
2S+1 ... 1
Net charge ... 0
HOMO energy (spin up / spin down) ... -8.48 / -8.41 eV

Each line ends with the natural charge from an NBO analysis.
CARTESIAN COORDINATES (ANGSTROEM)
C -0.9851 0.2771 0.1790  -0.4313
C 0.3929 -0.1646 0.1755  -0.6996
N -3.7045 0.1118 0.4084  -0.8697
P -2.3105 -0.1467 1.3419  0.8590
S -3.6901 1.5903 1.1661  0.2431
H -1.4196 0.6439 -0.7425  0.2013
H 0.7091 -0.3687 1.1650  0.2192
H 1.1329 0.5251 -0.3172  0.2376
H 0.5879 -1.0960 -0.3508  0.2404

=====

Stability check: which of them is least stable? #Q.

=====

#P
Molecular formula: CClNO4
Method: DFT, ωB97M-V with the def2-TZVPD basis set

Properties
SMILES ... O=C(OCl)[N+](=O)[O-]
Molar mass ... 125.5 g/mol
Kohn-Sham gap ... 10.19 eV
2S+1 ... 1
Net charge ... 0
HOMO energy ... -11.74 eV

Each line ends with the natural charge from an NBO analysis.
CARTESIAN COORDINATES (ANGSTROEM)
C 0.3127 0.1741 -0.2706  0.8187
N -0.4912 0.5559 0.9851  0.4458
O 1.2837 0.6532 -0.6636  -0.4318
O -0.1260 1.6406 1.4270  -0.3067
O -1.2703 -0.2313 1.4925  -0.2927
O -0.2286 -1.1075 -0.7670  -0.5184
Cl 0.5196 -1.6850 -2.2033  0.2850

=====

#Q
Molecular formula: CClNO4
Method: DFT, ωB97M-V with the def2-TZVPD basis set

Properties
SMILES ... O=[N+]([O-])Cl.O=C=O
Molar mass ... 125.5 g/mol
Kohn-Sham gap ... 11.14 eV
2S+1 ... 1
Net charge ... 0
HOMO energy ... -12.00 eV

Each line ends with the natural charge from an NBO analysis.
CARTESIAN COORDINATES (ANGSTROEM)
C 0.3084 0.3044 -1.8168  1.0201
N -0.1177 -0.3910 1.2880  0.5789
O -0.2888 1.2374 -1.4986  -0.5285
O 0.8399 -0.5923 -2.2462  -0.4953
O -0.6314 -1.4141 1.3618  -0.2685
O 0.8135 -0.0872 0.6556  -0.3118
Cl -0.9239 0.9427 2.2562  0.0050

=====

#R
Molecular formula: CClNO4
Method: DFT, ωB97M-V with the def2-TZVPD basis set

Properties
SMILES ... O=C(OCl)[N+](=O)[O-]
Molar mass ... 125.5 g/mol
Kohn-Sham gap ... 9.97 eV
2S+1 ... 1
Net charge ... 0
HOMO energy ... -11.17 eV

Each line ends with the natural charge from an NBO analysis.
CARTESIAN COORDINATES (ANGSTROEM)
C -0.5575 0.0854 -0.3100  0.8630
N 0.4063 0.5105 0.7090  0.4689
O -1.3902 0.7201 -0.7845  -0.4170
O 1.2390 1.1754 0.1693  -0.3160
O 0.2186 0.3067 1.8523  -0.2827
O -0.2273 -1.4944 -0.4756  -0.6082
Cl -0.8338 -2.5373 -1.6259  0.2920

=====

Stability check: which of them is least stable? #R.